Computed, not measured: a 2-piece molecular cluster, C13H21N2O overall in a non-equilibrium geometry, with ωB97M-V/def2-TZVPD.

```
! wB97M-V def2-TZVPD RIJCOSX def2/J DEFGRID3
* xyz -1 1
C 4.19 -0.44 1.09
C 3.22 0.43 2.12
C 2.38 1.62 1.31
C 0.86 1.81 1.95
C -0.20 1.50 0.70
N -1.64 1.84 1.03
C -2.41 1.73 -0.29
C -2.25 0.90 2.04
C -2.38 -0.73 1.91
O -2.80 1.45 3.16
H 4.15 -1.57 1.43
H 3.81 -0.32 -0.03
H 2.37 -0.29 2.55
H 3.80 0.95 2.99
H 2.29 1.25 0.19
H 2.99 2.63 1.26
H 0.72 2.97 2.22
H 0.66 1.10 2.87
H -0.05 0.39 0.31
H 0.12 2.24 -0.18
H -2.36 0.59 -0.59
H -3.53 2.06 -0.15
H -1.85 2.36 -1.12
H -2.45 -1.14 3.03
H -1.45 -1.26 1.44
H -3.38 -1.07 1.35
N -0.30 -0.67 -1.94
C 0.69 -1.57 -2.09
C 0.62 -2.66 -2.96
C -0.54 -2.82 -3.71
C -1.57 -1.90 -3.58
C -1.41 -0.85 -2.69
H 1.57 -1.40 -1.48
H 1.45 -3.35 -3.04
H -0.63 -3.66 -4.40
H -2.49 -2.01 -4.15
H -2.19 -0.11 -2.55
*
```

Properties
Molecular weight (g mol⁻¹): 221.32
HOMO (eV): -1.03
DFT total energy (eV): -18842.53521
Frontier orbital gap (eV): 3.6

In elementary charge units, the Mulliken charges are: -0.71 -0.42 -0.49 -0.53 -0.29 -0.03 -0.42 0.35 -0.81 -0.58 -0.06 0.05 0.10 0.24 0.15 0.30 0.21 0.28 0.03 0.31 -0.03 0.29 0.27 0.30 0.27 0.25 -0.10 -0.24 -0.73 -0.07 -0.77 -0.08 0.48 0.37 0.36 0.34 0.39